[1]
The following is a quantum chemistry calculation of a cluster of 10 separate species, C27H45N6O13 in total in a non-equilibrium geometry, from the OMol25 dataset.

Each line ends with the Mulliken charge.
Geometry (Å):
1 H -4.6444 3.1149 -1.0688  0.3595
2 C -0.5720 4.9263 0.3505  -1.0123
3 O 5.7823 0.4054 -0.3359  -0.7421
4 N -0.9967 -0.3298 -2.5514  0.7288
5 C -3.6081 1.8990 3.2375  -1.0189
6 N -0.0112 -3.3231 -2.2169  0.4691
7 C -1.9058 -0.2799 -4.5838  -0.6597
8 O -1.2786 -0.4101 3.8985  -0.3987
9 C -4.6574 -3.0755 1.9359  -0.7273
10 H 0.5023 6.8853 -0.9861  0.2399
11 O -0.0214 -1.1789 -0.1036  -0.1151
12 H -1.1423 5.5854 1.0106  0.5094
13 H -2.3250 -2.9594 -0.4090  0.4230
14 C 0.1957 -3.8624 -3.4501  -0.3997
15 H 3.3506 6.0113 -0.3641  0.2905
16 N 1.2428 6.3218 -0.6112  -0.1524
17 H 1.0460 -0.0911 -3.0674  0.8621
18 N -3.4387 1.9910 1.7995  0.4010
19 C -4.0876 -1.8349 2.0684  -0.2088
20 H 2.8339 6.6059 -1.9179  0.2760
21 H 3.5129 2.4023 -3.6573  0.3814
22 O 5.4652 -1.5873 -1.3339  -0.5760
23 C 0.8662 5.4320 0.3726  0.5642
24 H 2.7205 7.7256 -0.5522  0.3387
25 O 3.4747 -5.4428 4.0598  -0.7543
26 H 0.4816 -5.8709 -4.1497  0.3794
27 H -0.5539 3.9613 0.8513  0.0723
28 O -5.0514 3.5642 1.3927  -0.7939
29 H -3.0744 2.2607 -0.7829  0.1793
30 C -4.2261 2.7303 1.0085  0.8163
31 C 0.0327 -0.1108 -3.4304  -0.8317
32 H 0.0377 0.0345 -5.6213  0.3880
33 C -0.8450 0.2906 5.0331  0.5338
34 H 0.1929 -6.4822 -1.4683  0.4039
35 C 3.5737 2.0102 -2.6404  -1.1923
36 H -5.5136 -3.4431 2.4766  0.3976
37 H -3.0956 -0.4937 -2.6976  0.4396
38 O -1.5333 0.0685 6.0657  -0.8180
39 H 3.3158 0.9476 -2.6099  0.1701
40 H 4.7638 -2.2358 -1.1882  0.3083
41 C 0.2937 -5.2296 -3.3027  -0.5954
42 C 4.3417 -3.9548 2.4079  -0.9209
43 H -2.6317 -0.4576 -5.3591  0.4019
44 H 1.7892 -1.8530 3.2146  0.2850
45 C 0.0108 -0.1255 0.6122  0.4574
46 H 0.6618 2.1855 -1.2882  -0.2999
47 H 2.2043 -2.5334 1.5926  0.2510
48 C -4.1103 2.3799 -0.4700  -0.9866
49 H -2.8093 1.3352 1.3479  -0.1962
50 H 1.8012 -0.2500 0.4051  0.1899
51 H -4.0529 2.8338 3.5902  0.3867
52 H -2.6574 1.8079 3.7511  0.2464
53 H 4.5809 2.0743 -2.2315  0.3543
54 H 0.6218 -2.7648 2.2861  0.1862
55 H 1.3770 -4.3913 3.8160  0.2302
56 C -0.4992 -0.0449 -4.6885  -0.8087
57 C 5.0973 -0.6186 -0.3777  0.6638
58 H -4.3068 -0.9941 2.7036  0.1421
59 C 0.1269 -5.5052 -1.9211  -0.7463
60 C 3.2526 -4.4823 3.3100  0.5750
61 O 1.5947 5.0710 1.2659  -0.5915
62 H 0.2375 -3.2022 -4.3007  0.4038
63 C -2.1701 -0.3805 -3.2415  -0.6964
64 H -0.9271 -0.3104 -1.5352  -0.0107
65 N -3.1261 -1.6972 1.1172  0.5845
66 C 1.6836 -2.6972 2.5326  -0.7361
67 H 5.3099 -4.3731 2.6539  0.3277
68 O 0.1022 1.0865 4.8845  -0.7270
69 C 2.6460 2.7748 -1.7204  0.6294
70 H -4.0890 -4.7427 0.5258  0.4189
71 C 2.6389 6.6720 -0.8407  -0.8778
72 O -1.0421 0.4204 1.0529  -0.4560
73 C 1.1653 2.7917 -2.0449  -0.2042
74 C -0.0318 -4.3030 -1.2754  -0.5920
75 C -3.0491 -2.8404 0.3798  -0.5305
76 O 4.0730 -0.9341 0.2923  -0.6538
77 H -0.1612 -4.0936 -0.2276  0.4511
78 H 4.4048 -2.8624 2.4641  0.3290
79 H 0.6943 3.7745 -2.0933  0.3347
80 O 1.2358 0.3837 0.8891  -0.4471
81 C -3.9520 -3.7358 0.8892  -0.6211
82 H -0.7476 -0.1298 3.1287  0.2514
83 H 4.0758 -4.1602 1.3685  0.2041
84 H -0.0970 -2.3419 -1.9924  0.0764
85 H 0.9452 2.3670 -3.0276  0.3344
86 O 3.0746 3.3271 -0.7363  -0.5390
87 N 2.0180 -3.9723 3.1587  -0.0378
88 H -4.6640 1.4469 -0.6141  0.2618
89 H -0.9569 4.8949 -0.6672  0.3708
90 H -4.3361 1.1288 3.4979  0.3153
91 H -2.4496 -0.9364 1.0550  0.0815

Results
Total energy: -64290.873 eV
Charge: -3

[2]
The following is a quantum chemistry calculation of an isolated molecule of C3H3NO3S in a non-equilibrium geometry, from the OMol25 dataset.

Each line ends with the Mulliken charge.
Geometry (Å):
1 N 0.6091 0.3935 1.4365  -0.0791
2 H 1.1169 -0.5167 -0.9487  0.1855
3 O -0.1171 1.9973 -1.4782  -0.4985
4 C 0.0711 -0.2847 -0.6671  0.3291
5 C 0.0486 -0.6536 0.7484  0.0131
6 H -1.1839 -1.5933 -1.2060  0.3581
7 O -0.8914 -0.7296 -1.5367  -0.4288
8 S -0.6221 -2.0859 1.2119  -0.3350
9 H 0.2931 0.6407 2.3624  0.2906
10 C 0.1293 1.2310 -0.5852  0.3870
11 O 0.5464 1.6014 0.6627  -0.2219

Results
Total energy: -21625.333 eV

[3]
The following is a quantum chemistry calculation of an isolated molecule of C2H3F3OSi in a non-equilibrium geometry, from the OMol25 dataset.

Each line ends with the Mulliken charge.
Geometry (Å):
1 C 0.3447 1.4575 -1.1045  0.0055
2 O -0.9342 2.5263 -0.8884  -0.4278
3 C 1.4150 2.1555 -1.8489  0.9214
4 H 0.0945 -1.0818 -0.9584  -0.0614
5 F 2.1029 2.9506 -1.0852  -0.2179
6 F 2.2827 1.2714 -2.3697  -0.2487
7 H -1.7043 0.1780 -0.0328  -0.0332
8 F 0.8979 2.8868 -2.8699  -0.2255
9 Si -0.3012 0.0134 -0.0903  0.3028
10 H 0.5255 0.4610 1.1974  -0.0151

Results
Total energy: -20194.939 eV

[4]
The following is a quantum chemistry calculation of a cluster of 2 separate species, C3HO3 in total in a non-equilibrium geometry, from the OMol25 dataset.

Each line ends with the Mulliken charge.
Geometry (Å):
1 C -1.1796 0.0259 -0.7077  -0.8756
2 O 0.5222 0.4158 1.9071  -0.3888
3 H -1.9618 -0.5725 -1.2159  0.1734
4 O 1.1251 -1.3872 0.6391  -0.3940
5 O 0.9205 1.2575 -0.9465  -0.7285
6 C -0.1784 0.7092 -0.8708  0.5647
7 C 0.7520 -0.4487 1.1947  0.6489

Results
Total energy: -9269.495 eV
Charge: -1

Which of these has the highest total energy? C3HO3